[1]
Computed, not measured: C32H35CdN9O6 as an isolated structure in a non-equilibrium geometry, with the ωB97M-V functional and the def2-TZVPD basis.

Its HOMO energy is -0.2660 hartree. Its spin multiplicity is 1. The net charge is 0. The value obtained for the LUMO energy is -0.0192 Eh.

Positions of all 83 atoms, in Å:
Cd1 -13.7458 3.4155 27.6240
N1 -13.4334 4.1840 24.3615
O1 -14.0588 3.8293 23.3738
O2 -13.6322 3.5952 25.4904
O3 -12.6469 5.1421 24.3551
N2 -14.0005 0.0705 26.7639
O4 -13.5941 -0.0238 25.5999
O5 -13.9813 1.1903 27.3394
O6 -14.3081 -0.9344 27.4172
N3 -10.2394 -0.4301 29.6736
C1 -11.3476 -0.8691 29.0075
C2 -12.2322 -1.3934 29.9015
C3 -11.6471 -1.2670 31.1795
C4 -10.4046 -0.7101 31.0184
H1 -9.3610 -0.1939 29.2521
H2 -11.3640 -0.8723 27.9281
H3 -13.1727 -1.8240 29.6213
H4 -12.0605 -1.6333 32.1056
H5 -9.6220 -0.4591 31.7141
N4 -14.5610 -3.7217 28.1540
C5 -15.6531 -4.2170 27.4981
C6 -15.4446 -5.5609 27.3139
C7 -14.1647 -5.8760 27.8496
C8 -13.6506 -4.7141 28.3633
H6 -14.3421 -2.7517 28.3145
H7 -16.3996 -3.5065 27.1888
H8 -16.1118 -6.2055 26.7656
H9 -13.7532 -6.8708 27.8427
H10 -12.6721 -4.4901 28.7552
N5 -15.5845 -1.3726 23.9992
C9 -16.7741 -1.9726 24.3011
C10 -17.5382 -1.9780 23.1529
C11 -16.7862 -1.3468 22.1467
C12 -15.5697 -1.0141 22.6817
H11 -14.7893 -1.2104 24.6078
H12 -16.9513 -2.2715 25.3195
H13 -18.5342 -2.3906 23.1236
H14 -17.0984 -1.2701 21.1174
H15 -14.6768 -0.6327 22.2173
N6 -11.5568 3.2771 27.5378
C13 -10.8726 2.3079 26.9229
C14 -9.4988 2.2409 26.8376
C15 -8.7394 3.2562 27.4130
C16 -9.4246 4.2828 28.0403
C17 -10.8051 4.2163 28.1255
H16 -11.4218 1.4409 26.5675
H17 -8.9846 1.4069 26.3823
H18 -7.6653 3.3055 27.2922
H19 -8.9611 5.1499 28.4901
H20 -11.3128 5.0111 28.6628
N7 -10.6996 2.6929 23.4519
C18 -9.3838 2.6530 23.3289
C19 -8.6229 1.4846 23.4180
C20 -9.3019 0.3031 23.6481
C21 -10.6770 0.3219 23.7878
C22 -11.3417 1.5308 23.6142
H21 -8.8413 3.5777 23.1576
H22 -7.5555 1.5402 23.2556
H23 -8.7579 -0.6351 23.5925
H24 -11.2625 -0.5691 23.9726
H25 -12.4234 1.5879 23.6696
N8 -15.8597 3.7123 27.4605
C23 -16.4813 4.5805 26.6455
C24 -17.8497 4.6648 26.5266
C25 -18.6443 3.7502 27.2106
C26 -18.0121 2.8176 28.0066
C27 -16.6401 2.8898 28.1660
H26 -15.8250 5.2056 26.0523
H27 -18.2514 5.4161 25.8624
H28 -19.6981 3.7287 26.9654
H29 -18.5741 2.0765 28.5576
H30 -16.1550 2.1828 28.8283
N9 -13.7724 3.1785 29.8000
C28 -13.0628 2.1993 30.3750
C29 -12.8974 2.0863 31.7499
C30 -13.4483 3.0399 32.5790
C31 -14.1766 4.0774 31.9952
C32 -14.3170 4.0847 30.6278
H31 -12.7423 1.3896 29.7249
H32 -12.2452 1.3083 32.1214
H33 -13.4122 2.9885 33.6594
H34 -14.6804 4.8309 32.5826
H35 -14.7760 4.9584 30.1725



[2]
Computed, not measured: C32H35CrN5O4S as an isolated structure, with the ωB97M-V functional and the def2-TZVPD basis.

Its HOMO energy (alpha / beta) is -0.2841 / -0.2865 hartree. Its spin multiplicity is 5. The net charge is 0. The value obtained for the LUMO energy (alpha / beta) is -0.0275 / -0.0317 Eh.

Positions of all 78 atoms, in Å:
Cr1 -0.2789 -0.0762 0.2701
C1 -1.1163 3.1060 0.2363
C2 -1.8280 3.1758 1.5867
N1 -1.8690 1.9028 2.2900
C3 -3.1478 1.5325 2.8716
C4 -4.2446 1.2542 1.8457
S1 -3.7972 0.0327 0.5899
C5 -3.9049 0.9902 -0.9350
C6 -2.9940 2.2152 -1.0640
N2 -1.6147 2.0332 -0.6202
H1 -0.0472 2.9307 0.3760
H2 -1.2163 4.0969 -0.2345
H3 -2.8514 3.5255 1.4350
H4 -1.3458 3.9621 2.1809
H5 -1.1483 1.8530 2.9947
H6 -3.5429 2.2963 3.5620
H7 -2.9870 0.6286 3.4647
H8 -4.5515 2.1690 1.3371
H9 -5.1222 0.8969 2.3858
H10 -4.9365 1.3138 -1.0928
H11 -3.6908 0.2639 -1.7213
H12 -3.4445 3.0327 -0.4977
H13 -3.0240 2.5423 -2.1104
H14 -0.9840 1.9295 -1.4052
O1 -2.7687 -5.6464 3.5779
C7 -2.1651 -4.7231 4.1462
O2 -1.8868 -4.5186 5.3389
C8 -1.6817 -3.6031 3.1899
C9 -2.0284 -3.6216 1.8436
C10 -1.6136 -2.5856 1.0292
N3 -0.8813 -1.5777 1.5176
C11 -0.4796 -1.5778 2.7936
C12 -0.8788 -2.5723 3.6660
C13 0.4483 -0.4606 3.1339
C14 1.0233 -0.3271 4.3917
C15 1.9217 0.7072 4.6029
C16 2.2278 1.5718 3.5637
C17 1.6083 1.3783 2.3400
N4 0.7331 0.3976 2.1357
C18 -1.8824 -2.4886 -0.4335
C19 -2.5678 -3.4733 -1.1318
C20 -2.7322 -3.3225 -2.4998
C21 -2.2084 -2.2083 -3.1371
C22 -1.5419 -1.2667 -2.3702
N5 -1.3946 -1.3980 -1.0550
H15 -2.6117 -4.4681 1.5074
H16 -0.6189 -2.6069 4.7153
H17 0.7812 -1.0237 5.1794
H18 2.3844 0.8258 5.5736
H19 2.9336 2.3809 3.6861
H20 1.8085 2.0174 1.4885
H21 -2.9568 -4.3398 -0.6196
H22 -3.2615 -4.0801 -3.0623
H23 -2.3057 -2.0640 -4.2034
H24 -1.1028 -0.3796 -2.8124
C23 6.2237 0.6965 -4.9311
C24 5.0880 0.5285 -3.9621
C25 4.8977 1.4241 -2.9166
C26 3.8451 1.2893 -2.0220
C27 3.6994 2.2787 -0.8975
C28 2.9687 0.2085 -2.1679
C29 3.1478 -0.7156 -3.1980
C30 2.2414 -1.9021 -3.4009
C31 4.2017 -0.5299 -4.0869
C32 1.8388 0.0329 -1.1956
O3 0.9788 0.9883 -1.1032
O4 1.7262 -1.0045 -0.5206
H25 6.8014 1.5934 -4.7109
H26 5.8566 0.7766 -5.9555
H27 6.9034 -0.1563 -4.8948
H28 5.5864 2.2530 -2.7957
H29 4.4818 3.0346 -0.9516
H30 3.7860 1.7796 0.0717
H31 2.7285 2.7720 -0.9291
H32 1.3664 -1.8795 -2.7570
H33 2.7741 -2.8280 -3.1774
H34 1.9149 -1.9526 -4.4413
H35 4.3301 -1.2401 -4.8975



[3]
Computed, not measured: a 7-piece molecular cluster, C32H35F4N6P overall in a non-equilibrium geometry, with the ωB97M-V functional and the def2-TZVPD basis.

Its HOMO energy is -0.3446 hartree. Its spin multiplicity is 1. The net charge is 0. Its structure (SMILES) is FC(F)C(F)(F)[PH4].c1ccncc1.c1ccncc1.c1ccncc1.c1ccncc1.c1ccncc1.c1ccncc1. The value obtained for the LUMO energy is 0.0210 Eh.

Positions of all 78 atoms, in Å:
F1 2.1948 -3.5604 -1.6995
C1 1.6004 -3.2088 -3.0386
F2 2.6162 -2.6864 -3.9941
C2 0.3503 -2.1111 -2.8666
F3 0.2741 -1.6100 -1.4721
F4 0.5114 -1.0265 -3.8854
P1 -1.2704 -3.0516 -3.2477
H1 1.1611 -4.2347 -3.4556
H2 -2.0793 -1.8568 -3.2756
H3 -0.6566 -3.4871 -4.4972
H4 -1.1062 -3.7829 -1.9858
H5 -2.4120 -3.9121 -3.5820
C3 0.4183 0.0942 2.5530
C4 -0.2170 -0.5455 3.6120
C5 -0.2246 -1.9310 3.6317
N1 0.3469 -2.6991 2.6784
C6 0.9546 -2.0497 1.6618
C7 1.0178 -0.6695 1.5567
H6 0.4460 1.1789 2.5040
H7 -0.6944 0.0211 4.4034
H8 -0.7048 -2.4766 4.4388
H9 1.4042 -2.6895 0.9076
H10 1.5213 -0.2013 0.7186
C8 3.2891 3.7601 -1.4477
C9 3.9383 3.4341 -0.2616
C10 4.0308 2.0967 0.0891
N2 3.5230 1.0885 -0.6532
C11 2.8968 1.4361 -1.7984
C12 2.7573 2.7438 -2.2347
H11 3.1981 4.7975 -1.7562
H12 4.3625 4.2028 0.3744
H13 4.5307 1.7912 1.0036
H14 2.4956 0.6078 -2.3757
H15 2.2461 2.9648 -3.1647
C13 -1.0673 7.5486 -0.3825
C14 -0.6427 6.3886 0.2569
C15 0.7198 6.1592 0.3623
N3 1.6624 6.9961 -0.1239
C16 1.2198 8.1131 -0.7411
C17 -0.1203 8.4310 -0.8921
H16 -2.1272 7.7631 -0.4831
H17 -1.3555 5.6804 0.6638
H18 1.1011 5.2698 0.8554
H19 1.9970 8.7680 -1.1250
H20 -0.4188 9.3437 -1.3953
C18 -5.1174 -5.0377 0.7014
C19 -4.0385 -4.1623 0.6360
C20 -3.9593 -3.2989 -0.4450
N4 -4.8685 -3.2599 -1.4436
C21 -5.9037 -4.1227 -1.3535
C22 -6.0712 -5.0199 -0.3110
H21 -5.2140 -5.7282 1.5342
H22 -3.2778 -4.1521 1.4083
H23 -3.1380 -2.5945 -0.5396
H24 -6.6193 -4.0731 -2.1695
H25 -6.9239 -5.6891 -0.2890
C23 -6.0293 -8.8907 5.8270
C24 -4.9505 -8.0153 5.7616
C25 -4.8712 -7.1519 4.6806
N5 -5.7804 -7.1129 3.6820
C26 -6.8157 -7.9757 3.7721
C27 -6.9832 -8.8730 4.8146
H26 -6.1260 -9.5812 6.6597
H27 -4.1898 -8.0051 6.5339
H28 -4.0499 -6.4475 4.5860
H29 -7.5312 -7.9261 2.9561
H30 -7.8358 -9.5421 4.8366
C28 6.8237 7.8233 -2.2038
C29 7.9810 7.4448 -2.8759
C30 8.0991 6.1269 -3.2874
N6 7.1555 5.1846 -3.0703
C31 6.0438 5.5814 -2.4138
C32 5.8329 6.8759 -1.9669
H31 6.6948 8.8478 -1.8671
H32 8.7720 8.1589 -3.0751
H33 8.9820 5.7833 -3.8186
H34 5.3017 4.8050 -2.2498
H35 4.9192 7.1392 -1.4463



Looking at total energy for the records above, in order, we have -2352.11568 -3257.93345 -2309.51378 Eh.
Looking at energy above the lowest of the compared OMol25 structures with the same formula, charge and spin for the records above, in order, we have 0.00 0.00 151.28 kJ/mol.